Density functional theory data (wB97M-V/def2-TZVPD) for 5 unconnected molecules or ions with the total composition H12NO4.

## Properties
* charge: +2
* E: -9853.7240 eV
* lowest unoccupied orbital energy (spin up / spin down): -7.0 / -15.9 eV
* Kohn-Sham gap (spin up / spin down): 11.95 / 1.80 eV
* spin multiplicity: 2

```
17
Properties=species:S:1:pos:R:3:forces:R:3
N 0.7546 0.7550 0.0395 -0.061 0.075 -0.417
H 1.1777 1.0609 -0.8407 1.018 -0.637 0.323
H 1.2327 0.1063 0.7042 0.603 -0.564 -0.807
H 0.7550 1.6216 0.5854 -1.281 0.009 -0.115
H -0.1157 0.2473 -0.3071 0.195 1.235 1.220
H -2.0463 -0.4405 -1.4851 0.194 -0.117 -0.286
H -2.2157 -0.7844 -0.0023 0.112 -0.197 0.318
O -1.6061 -0.3836 -0.6293 -0.594 0.009 -0.237
H 2.3283 -1.1456 2.3896 -0.209 -0.246 -0.257
H 0.8755 -1.6114 2.3388 0.151 -0.113 -0.083
O 1.5993 -1.3167 1.7670 0.080 0.526 0.391
H -4.9387 -0.8184 -2.3466 0.385 -0.063 -0.639
H -4.8046 -1.1431 -0.8963 0.487 -0.330 0.079
O -4.2467 -1.1477 -1.7204 -1.146 0.422 0.525
H 4.0961 2.7838 0.5545 -0.283 0.237 -0.082
H 4.0891 1.2740 0.4953 -0.327 0.194 -0.159
O 3.4909 2.0417 0.3714 0.676 -0.442 0.225
```
Forces are in eV/Å.

Mulliken atomic charge list, values in e, 6 entries: -0.3766 0.4144 0.3713 0.3877 0.2915 0.3272

***

Density functional theory data (wB97M-V/def2-TZVPD) for C20H32ClN3O2S in the gas phase.

## Properties
* charge: 0
* E: -53181.8492 eV
* structure (SMILES): CCCCCCNC(=O)[C@H](c1cc(C)cc(Cl)c1)N1CCC[S@@](=N)(=O)CC1
* lowest unoccupied orbital energy: 0.4 eV
* Kohn-Sham gap: 9.39 eV

```
59
Properties=species:S:1:pos:R:3:forces:R:3
C -4.3281 6.1194 -2.2922 -0.007 0.001 -0.001
C -2.8129 5.9835 -2.2252 0.004 0.036 -0.002
C -2.3572 4.5370 -2.0891 -0.018 -0.040 0.026
C -0.8402 4.3969 -2.0336 0.023 0.023 -0.045
C -0.3435 2.9547 -1.9846 0.039 0.004 -0.005
C -0.6470 2.2652 -0.6648 -0.050 0.043 0.035
N -0.1329 0.9070 -0.6674 -0.039 0.013 0.042
C 0.1067 0.2264 0.4783 0.207 0.055 -0.122
O 0.0232 0.7298 1.5812 -0.166 -0.015 0.006
C 0.5007 -1.2426 0.2567 -0.062 0.004 0.004
C -0.7748 -2.0552 0.3983 0.050 -0.017 0.025
C -1.4132 -2.1126 1.6296 -0.001 -0.009 0.017
C -2.5937 -2.8297 1.7871 0.009 0.010 0.008
C -3.2742 -2.8838 3.1275 -0.001 0.004 0.002
C -3.1331 -3.4899 0.6874 -0.028 -0.021 -0.007
C -2.4917 -3.4248 -0.5366 0.005 0.015 0.026
Cl -3.1729 -4.2564 -1.9035 -0.008 -0.011 -0.014
C -1.3148 -2.7143 -0.6960 0.003 -0.019 -0.059
N 1.5152 -1.6686 1.2038 0.018 -0.152 -0.029
C 1.8479 -3.0768 0.9744 -0.011 0.015 0.004
C 3.0766 -3.5879 1.7332 -0.063 -0.004 -0.022
C 4.3589 -3.5567 0.9094 0.094 -0.022 0.099
S 5.0888 -1.9484 0.6705 0.043 0.039 0.141
N 5.5294 -1.4415 2.0369 -0.021 -0.134 -0.137
O 6.0046 -2.0472 -0.4490 0.107 0.020 -0.031
C 3.7107 -0.9422 0.1593 0.007 0.139 0.046
C 2.6616 -0.7731 1.2692 0.022 0.134 -0.029
H -4.6329 7.1614 -2.3932 -0.001 -0.003 0.001
H -4.7320 5.5695 -3.1448 -0.002 0.000 0.002
H -4.7964 5.7209 -1.3899 -0.001 -0.002 -0.002
H -2.3634 6.4189 -3.1232 0.002 -0.002 0.005
H -2.4287 6.5622 -1.3795 0.006 -0.002 -0.006
H -2.8112 4.1072 -1.1907 -0.003 -0.003 -0.006
H -2.7412 3.9558 -2.9357 0.001 0.001 0.006
H -0.4131 4.8837 -2.9153 -0.003 0.000 0.009
H -0.4526 4.9431 -1.1669 -0.002 -0.002 -0.002
H -0.7945 2.3904 -2.8099 -0.004 -0.004 0.013
H 0.7384 2.9328 -2.1428 -0.007 0.003 0.001
H -0.1743 2.7961 0.1625 0.007 -0.005 -0.007
H -1.7221 2.2597 -0.4627 0.011 -0.022 -0.008
H -0.0852 0.4179 -1.5452 -0.020 -0.037 0.003
H 0.8524 -1.3542 -0.7885 -0.012 0.011 0.050
H -0.9758 -1.5813 2.4666 0.008 -0.003 0.002
H -4.2061 -3.4449 3.0778 0.000 -0.001 0.003
H -2.6297 -3.3578 3.8692 -0.004 -0.001 0.001
H -3.4983 -1.8784 3.4861 -0.002 -0.003 0.003
H -4.0515 -4.0549 0.7809 0.003 0.002 -0.001
H -0.8254 -2.6896 -1.6619 0.001 0.004 0.006
H 0.9793 -3.6702 1.2581 -0.035 0.022 0.022
H 2.0018 -3.2762 -0.1052 -0.007 0.026 0.057
H 3.2165 -3.0628 2.6787 -0.027 0.040 -0.005
H 2.8962 -4.6322 1.9941 0.005 -0.001 -0.025
H 5.1706 -4.0924 1.4044 -0.041 -0.075 -0.022
H 4.2108 -3.9784 -0.0860 -0.018 0.016 -0.010
H 6.4974 -1.1457 2.0411 0.008 0.019 -0.013
H 4.2159 0.0020 -0.0541 -0.078 0.025 -0.056
H 3.3148 -1.3420 -0.7759 -0.003 -0.027 0.009
H 2.2823 0.2464 1.2603 0.080 -0.047 -0.016
H 3.1639 -0.8756 2.2305 -0.015 -0.042 0.008
```
Forces are in eV/Å.

Mulliken atomic charge list, values in e, 6 entries: -1.2922 -0.3782 -0.4693 -0.8519 -0.4003 -0.7189

***

Density functional theory data (wB97M-V/def2-TZVPD) for a molecular structure, C18H22N5O8V.

## Properties
* charge: -1
* E: -68537.7237 eV
* lowest unoccupied orbital energy (spin up / spin down): 2.7 / 2.7 eV
* Kohn-Sham gap (spin up / spin down): 8.42 / 8.53 eV
* spin multiplicity: 2

```
54
Properties=species:S:1:pos:R:3:forces:R:3
O -0.6502 -1.0144 0.6390 0.408 1.756 0.802
V 0.0465 0.3339 1.1456 0.166 -1.677 -1.196
C 2.6993 -2.5765 0.2750 -0.087 0.517 0.763
C 2.8474 -1.0768 -0.0390 0.118 -0.159 -0.659
C 2.7860 -0.8755 -1.5695 0.195 -0.377 0.424
O 1.9708 -0.3102 0.6833 -1.794 1.386 0.844
H 3.4935 -3.2194 -0.1074 -0.020 0.123 -0.339
H 1.7130 -2.9185 -0.0420 0.026 -0.142 0.007
H 2.7634 -2.6290 1.3661 -0.227 -0.287 -0.001
H 3.8574 -0.7807 0.2836 0.223 -0.041 -0.107
H 1.8448 -1.2710 -1.9584 -0.117 0.234 -0.024
H 3.5883 -1.4756 -2.0100 0.019 0.060 -0.124
H 2.9349 0.1612 -1.8703 -0.161 0.047 0.066
N 0.9556 3.5369 2.1253 0.295 0.507 -0.442
O 0.1271 4.4052 1.8488 0.351 -0.555 0.237
O 0.7271 2.3202 1.7746 -0.035 -0.608 0.059
O 2.0378 3.7919 2.6703 -0.549 -0.241 -0.049
N -2.5995 2.2260 2.1193 0.036 0.044 -0.020
O -3.0686 2.1514 3.2612 0.257 0.079 -0.342
O -1.9715 1.1858 1.6634 0.416 -0.496 0.018
O -2.7545 3.1955 1.3861 0.020 -0.467 0.244
N -0.4000 1.3789 -0.7675 0.590 0.866 -1.107
C 0.5047 2.1872 -1.3600 0.439 -0.361 0.550
C 0.2494 3.0143 -2.4378 -0.442 -0.349 -0.524
C -1.0012 2.9233 -3.0251 -0.795 -0.149 0.554
C -1.9697 2.1096 -2.4336 0.981 0.403 -0.920
C -1.6150 1.3623 -1.3349 -0.503 -0.418 1.235
H 1.5144 2.1394 -0.9741 -0.081 0.049 0.375
H 1.0179 3.6469 -2.8561 0.121 -0.037 0.129
H -1.3508 3.4641 -3.8953 0.563 0.277 -0.070
H -2.9134 2.0939 -2.9578 -0.324 -0.418 0.567
H -2.3255 0.7613 -0.7819 -0.116 -0.063 -0.187
N -1.2095 -1.8091 -5.3572 0.047 0.162 0.291
C -2.5194 -1.6758 -5.2581 -0.771 0.027 0.265
C -3.2310 -1.6951 -4.0407 0.767 -0.059 -1.009
C -2.4797 -1.7887 -2.9013 0.253 0.052 1.086
C -1.0868 -1.9362 -2.9566 -0.610 0.145 -0.263
C -0.5204 -1.9424 -4.2115 0.256 -0.328 -0.468
H -3.0537 -1.5203 -6.1902 -0.024 -0.137 -0.044
H -4.3098 -1.6693 -3.9958 -0.022 0.226 -0.136
H -2.9894 -1.7036 -1.9472 0.191 -0.241 0.106
H -0.4789 -2.0465 -2.0698 -0.089 0.129 0.106
H 0.5438 -2.0988 -4.3545 0.031 0.106 0.186
N 0.3157 -0.3372 3.3058 0.286 0.378 -0.288
C -0.6961 -0.5235 4.1599 -0.653 0.183 0.048
C -0.5358 -1.0239 5.4451 1.124 -0.771 -0.573
C 0.7479 -1.4539 5.7944 -0.344 1.324 0.336
C 1.8123 -1.2707 4.9113 -1.034 0.106 1.238
C 1.5511 -0.6375 3.7127 0.804 -1.096 -0.136
H -1.6796 -0.2155 3.8251 0.063 0.083 -0.259
H -1.3596 -1.1900 6.1213 -0.167 0.322 -0.073
H 0.9313 -1.6447 6.8464 0.100 -0.750 -0.141
H 2.7863 -1.5511 5.2840 0.269 0.172 -0.520
H 2.4017 -0.5080 3.0559 -0.448 0.465 -0.513
```
Forces are in eV/Å.

Mulliken atomic charge list, values in e, 6 entries: -0.3394 0.8023 -1.2422 0.3902 -1.0556 -0.3766